No. 1
Formula: C2H5IN2
Source: the Open Molecules 2025 dataset
Level of theory: wB97M-V/def2-TZVPD

Output
**SMILES**: [H]/N=N/[C@@H](C)I
**Relative energy (zero: lowest compared OMol25 entry of this formula, charge and spin)**: 24.91 kcal per mole
**Gap between HOMO and LUMO**: 9.3 eV
**LUMO**: -0.29 eV
**HOMO energy**: -0.353 hartree

The geometry in ORCA input format:
```
! RIJCOSX wB97M-V def2-TZVPD def2/J DEFGRID3
* xyz 0 1
C 0.6424 -0.8001 -0.8912
C -0.1286 0.3528 -0.2037
N -0.1795 0.9105 1.9555
N -0.3606 -0.0379 1.1892
I -2.2658 0.4967 -0.9351
H 0.1576 -1.6922 -0.7633
H 0.5182 -0.5354 -1.9659
H 1.7637 -0.7425 -0.7071
H 0.3203 1.5579 -0.5236
H -0.4676 0.4903 2.8453
*
```

The computed natural (NBO) charges, all in e, follow: C -0.662; C -0.143; N -0.302; N -0.182; I 0.047; H 0.226; H 0.222; H 0.231; H 0.245; H 0.317

***

No. 2
Formula: C41H60BBrF3N10O2PbS3
Source: the Open Molecules 2025 dataset
Level of theory: wB97M-V/def2-TZVPD

Output
**Gap between HOMO and LUMO (spin up / spin down)**: 5.2 / 5.1 eV
**LUMO (spin up / spin down)**: 1.32 / 1.29 eV
**HOMO energy (spin up / spin down)**: -0.142 / -0.142 hartree

The geometry in ORCA input format:
```
! RIJCOSX wB97M-V def2-TZVPD def2/J DEFGRID3
* xyz -1 1
Pb -3.7015 -1.9258 1.4675
C -0.7863 5.9009 0.7268
C 0.0594 4.6657 0.8433
C 1.2832 4.6298 1.4619
C 2.1021 3.5316 1.4936
N 1.7464 2.3963 0.8771
N 0.6007 2.4791 0.1350
B 0.6298 1.4214 -0.9897
N -0.2193 1.4997 -2.2013
N -0.2160 2.6223 -2.9293
C -1.1327 2.6691 -3.8765
C -1.9070 1.4827 -4.0609
C -1.9828 0.4170 -3.1932
C -2.8951 -0.7031 -3.5357
C -1.0624 0.4879 -2.1692
S -0.6265 -0.4623 -0.5920
C -1.2254 3.8478 -4.8070
C -2.6662 4.3405 -4.8887
C -0.2034 4.9779 -4.4404
C -0.8284 3.3192 -6.2045
N 1.9449 0.8440 -1.2281
N 2.7745 1.8161 -1.7408
C 3.8374 1.3680 -2.3740
C 4.3385 0.0669 -2.1970
C 3.5911 -0.8410 -1.4244
C 4.1332 -2.2388 -1.2513
C 2.3195 -0.4238 -0.9609
S 1.1032 -1.6010 -0.4410
C 4.8007 2.3903 -3.0169
C 3.9362 3.6378 -3.2745
C 5.4189 1.9227 -4.3536
C 5.8977 2.7081 -1.9891
C -0.3838 3.4210 0.3079
S -1.9775 3.1074 -0.0716
C 3.3872 3.4369 2.3526
C 4.1189 4.7493 2.0626
C 2.9911 3.2079 3.8330
C 4.2167 2.2138 1.9295
H -1.2856 5.9726 -0.2416
H -0.0266 6.7199 0.8743
H -1.6227 5.9760 1.5042
H 1.5816 5.5814 1.9522
H -2.6140 1.4818 -4.8737
H -3.0592 -0.7515 -4.6065
H -3.8984 -0.5075 -3.1678
H -2.7203 -1.6635 -3.0499
H -3.1621 4.7113 -3.9968
H -3.3541 3.5452 -5.2735
H -2.5761 5.2737 -5.5223
H -0.0378 5.1416 -3.3245
H -0.6180 5.9276 -4.7815
H 0.8538 4.8557 -4.9513
H -1.3824 2.5232 -6.6712
H 0.2088 2.8952 -6.1436
H -0.8398 4.1436 -6.9389
H 5.2573 -0.2352 -2.6274
H 3.5680 -2.9980 -1.7481
H 4.1950 -2.4815 -0.1869
H 5.1451 -2.1539 -1.6132
H 3.1389 3.3238 -3.9569
H 4.5749 4.3809 -3.8260
H 3.5876 4.1791 -2.3485
H 4.5900 1.4126 -4.9283
H 6.1639 1.1891 -4.2049
H 5.8504 2.7314 -4.9640
H 5.5580 3.0584 -1.0410
H 6.6187 3.4017 -2.4057
H 6.4994 1.7928 -1.9210
H 3.5138 5.6555 2.3002
H 4.3673 4.7608 0.9223
H 5.0642 4.8605 2.6344
H 2.5183 4.1503 4.2959
H 3.7443 2.7523 4.5566
H 2.2094 2.5100 3.7466
H 4.4051 2.2280 0.8495
H 3.8274 1.2909 2.3629
H 5.1861 2.3030 2.4903
O -5.1883 -3.4524 2.6336
C -4.8239 -4.1725 3.6537
C -5.3161 -5.5098 3.7977
C -5.1182 -6.2647 4.9109
C -4.3568 -5.8171 6.0570
C -3.6473 -4.6861 5.8168
C -3.8726 -3.7699 4.7056
C -2.9669 -2.6099 4.7170
N -3.2903 -1.4660 4.0588
C -2.3755 -0.5186 4.4787
C -1.5037 -1.0434 5.4267
N -1.8880 -2.3628 5.5742
H -6.0475 -5.9605 3.0793
H -5.5600 -7.2466 5.0091
H -4.3897 -6.2183 7.0619
H -2.9521 -4.3660 6.6154
H -2.6080 0.5279 4.2188
H -0.7048 -0.5720 6.0022
H -1.5510 -3.1257 6.1456
O -4.6499 2.1518 -1.9269
H -4.2795 2.6774 -2.6941
H -4.2272 2.5748 -1.1729
F -6.2162 -3.4992 -0.4008
C -4.8831 -3.4839 -0.3620
F -4.4669 -4.7986 -0.1675
F -4.4918 -3.1108 -1.5912
Br -5.3510 -0.0231 1.1369
C -0.7768 -6.9919 3.4438
C -0.5536 -6.2644 2.1476
C -0.9116 -7.3099 1.0358
C 0.8759 -5.7552 2.1583
N -1.5332 -5.1611 2.0716
N -1.6670 -4.2726 0.9381
H -0.0574 -7.8033 3.5890
H -1.8237 -7.4386 3.5219
H -0.7228 -6.2551 4.2796
H -0.8447 -6.8578 -0.0011
H -1.9846 -7.4606 1.1462
H -0.3705 -8.2214 1.0344
H 1.6608 -6.5151 2.3089
H 0.9583 -5.0358 2.9731
H 1.1171 -5.3667 1.1797
H -2.4481 -5.6195 2.1225
H -1.8974 -4.8949 0.1320
H -0.7419 -3.9522 0.6811
*
```

These are the Mulliken partial charges, in e, on atoms 1 to 99: Pb 1.365; C -1.537; C -0.039; C -0.365; C -0.208; N -0.377; N 0.802; B -1.169; N 0.582; N -0.612; C -0.003; C -0.751; C 1.109; C -1.929; C -0.102; S 0.599; C 2.096; C -1.641; C -1.224; C -1.658; N 0.479; N -0.470; C -0.383; C -0.751; C 0.781; C -1.819; C 0.464; S -0.384; C 2.560; C -1.763; C -1.800; C -1.644; C 0.703; S -0.271; C 2.358; C -1.398; C -1.775; C -1.584; H 0.306; H 0.392; H 0.247; H 0.147; H 0.421; H 0.429; H 0.386; H 0.405; H 0.289; H 0.298; H 0.462; H 0.109; H 0.416; H 0.223; H 0.331; H 0.358; H 0.412; H 0.314; H 0.365; H 0.341; H 0.372; H 0.429; H 0.494; H 0.073; H 0.357; H 0.369; H 0.420; H 0.106; H 0.496; H 0.388; H 0.335; H 0.149; H 0.419; H 0.303; H 0.330; H 0.538; H -0.011; H 0.345; H 0.536; O -0.792; C 0.508; C -0.504; C -0.317; C -0.852; C -0.889; C 0.862; C 0.320; N -0.393; C -0.394; C -0.667; N 0.062; H 0.332; H 0.376; H 0.404; H 0.135; H 0.435; H 0.416; H 0.191; O -0.555; H 0.265; H 0.275